111
Properties=species:S:1:pos:R:3:lowdin_spin:R:1 method="wB97M-V/def2-TZVPD" homo_lumo_gap_ev="5.06 / 6.25" de_lowest_kcal_mol=0.0 homo_ha="-0.039 / -0.083" charge=-2 spin_multiplicity=2 largest_force_ev_per_a=0.4
Bi -0.295 -0.195 0.672 0.006
C -6.613 2.674 1.694 0.000
C -5.803 1.828 2.660 0.000
O -4.462 2.294 2.788 0.000
P -3.315 1.998 1.678 0.000
S -1.596 2.101 2.653 0.000
S -3.797 0.453 0.547 0.000
O -3.514 3.348 0.783 0.000
C -2.879 3.450 -0.504 0.000
C -1.505 4.092 -0.432 0.001
H -7.663 2.370 1.721 0.000
H -6.232 2.545 0.681 0.000
H -6.539 3.731 1.960 0.000
H -5.797 0.787 2.332 0.000
H -6.220 1.881 3.667 0.000
H -3.554 4.054 -1.112 0.000
H -2.812 2.461 -0.964 0.000
H -1.577 5.135 -0.111 0.000
H -1.033 4.044 -1.416 0.002
H -0.881 3.557 0.283 0.000
S 2.546 0.233 -3.433 0.187
C 1.153 -0.207 -4.307 0.200
N 1.277 -1.122 -5.379 0.079
C 0.100 -1.649 -6.022 0.006
C -0.929 -0.562 -6.150 0.006
N -1.215 0.020 -4.864 0.079
C -2.477 0.745 -4.831 0.008
C -3.654 -0.116 -4.446 0.004
C -3.841 -0.440 -3.103 0.001
C -4.909 -1.233 -2.711 0.000
C -5.803 -1.721 -3.659 0.000
C -5.625 -1.403 -4.999 0.000
C -4.556 -0.601 -5.388 0.000
C -0.138 0.366 -4.023 0.192
S -0.423 1.419 -2.720 0.176
C 2.438 -1.987 -5.479 0.009
C 2.271 -3.333 -4.813 0.005
C 2.480 -3.461 -3.442 0.003
C 2.303 -4.686 -2.814 0.000
C 1.903 -5.798 -3.544 0.000
C 1.677 -5.679 -4.910 0.000
C 1.865 -4.453 -5.536 0.001
H -0.315 -2.510 -5.487 0.001
H 0.381 -1.993 -7.024 0.001
H -1.853 -0.977 -6.560 0.000
H -0.553 0.200 -6.853 0.002
H -2.645 1.196 -5.818 0.003
H -2.368 1.540 -4.097 0.001
H -3.145 -0.061 -2.359 0.002
H -5.037 -1.460 -1.659 0.000
H -6.636 -2.344 -3.355 0.000
H -6.322 -1.775 -5.742 0.000
H -4.426 -0.345 -6.435 0.000
H 3.258 -1.443 -5.019 0.001
H 2.655 -2.132 -6.545 0.002
H 2.759 -2.585 -2.866 0.003
H 2.457 -4.764 -1.744 0.000
H 1.751 -6.751 -3.051 0.000
H 1.342 -6.535 -5.485 0.000
H 1.698 -4.360 -6.605 0.000
C -1.988 -5.255 3.605 0.000
Si -2.661 -3.538 3.946 0.000
C -2.284 -3.068 5.721 0.000
C -4.514 -3.543 3.689 0.000
C -1.854 -2.360 2.839 0.000
C -1.319 -1.562 2.092 0.003
H -2.393 -6.004 4.292 0.000
H -0.898 -5.255 3.695 0.000
H -2.234 -5.559 2.583 0.000
H -2.818 -3.691 6.444 0.000
H -2.561 -2.024 5.893 0.000
H -1.211 -3.158 5.916 0.000
H -5.021 -4.195 4.407 0.000
H -4.758 -3.885 2.679 0.000
H -4.913 -2.531 3.797 0.000
N -3.599 -8.239 -4.395 0.000
C -3.118 -7.342 -3.857 0.000
C -2.510 -6.224 -3.186 0.000
C -2.134 -6.334 -1.847 0.000
C -1.541 -5.266 -1.203 0.000
C -1.305 -4.065 -1.883 0.000
C -1.700 -3.961 -3.218 0.000
C -2.296 -5.026 -3.866 0.000
C -0.698 -2.956 -1.216 0.000
C -0.186 -2.072 -0.560 0.001
H -2.308 -7.265 -1.322 0.000
H -1.252 -5.343 -0.164 0.000
H -1.543 -3.023 -3.730 0.000
H -2.608 -4.934 -4.898 0.000
C 2.351 3.166 0.640 0.000
N 3.376 2.275 0.115 0.000
C 3.807 2.720 -1.204 0.001
C 2.857 0.911 0.059 0.003
C 2.797 0.256 1.427 0.000
C 3.929 0.312 2.243 0.000
C 3.941 -0.312 3.480 0.000
C 2.814 -1.000 3.915 0.000
C 1.681 -1.046 3.115 0.000
C 1.657 -0.424 1.863 0.002
H 2.770 4.163 0.796 0.000
H 1.989 2.790 1.599 0.000
H 1.490 3.250 -0.044 0.000
H 4.188 3.742 -1.131 0.000
H 2.996 2.696 -1.946 0.002
H 4.611 2.076 -1.566 0.000
H 3.507 0.320 -0.590 0.002
H 1.870 0.901 -0.427 0.002
H 4.794 0.862 1.893 0.000
H 4.827 -0.260 4.104 0.000
H 2.812 -1.488 4.884 0.000
H 0.800 -1.566 3.471 0.000